(1)
15
Properties=species:S:1:pos:R:3 method="wB97M-V/def2-TZVPD" homo_lumo_gap_ev="7.0 / 9.0" e_above_lowest_kcal_mol=139.7 e_lumo_ha="0.0177 / 0.0269" total_energy_ha=-701.8549
S -0.662 -0.973 2.074
O 0.526 0.078 -0.022
N -1.724 1.805 -1.173
N -2.103 1.780 -0.051
C 1.583 0.929 -0.431
C 0.169 -2.376 1.239
C -0.101 0.428 1.166
H 1.150 1.969 -0.339
H 0.440 -2.029 0.295
H -0.778 1.351 1.195
H 1.881 0.634 -1.429
H 2.481 0.679 0.190
H -0.498 -3.299 1.359
H -2.280 2.128 -1.866
H 1.102 -2.681 1.792

---

(2)
12
Properties=species:S:1:pos:R:3 method="wB97M-V/def2-TZVPD" homo_lumo_gap_ev="9.0 / 7.8" e_above_lowest_kcal_mol=180.4 e_lumo_ha="-0.0047 / -0.0483" total_energy_ha=-666.3065
S 0.761 -1.528 -0.585
O 1.765 -2.483 -0.191
O 0.217 -1.457 -1.926
C 0.691 -0.263 0.450
C -0.486 -1.196 0.780
C -0.492 2.282 -0.498
H -1.575 2.149 -0.272
H -1.577 -1.012 0.412
H -0.024 3.053 0.045
H -0.500 -1.340 1.795
H 1.249 0.129 1.158
H -0.030 1.667 -1.168